# 1
DFT (the ωB97M-V functional and the def2-TZVPD basis) results for 2 unconnected molecules or ions with the total composition C4H11NO.

Geometry as ORCA input:
```
! wB97M-V def2-TZVPD RIJCOSX def2/J DEFGRID3
* xyz 0 1
H 0.07677 -1.89692 -2.70877
H -2.24571 -1.22271 -2.11694
C -0.09829 -0.99821 -2.08435
H 0.11588 -1.53417 -1.16007
H -1.72042 -0.06566 -1.06305
H 0.75185 -0.38320 -2.35375
C -1.49285 -0.43172 -2.07115
H -0.43705 -0.80505 2.02950
O 0.87326 0.25693 0.05366
C 0.78630 0.62984 1.20015
H 0.80494 2.36419 2.39622
N 1.06798 1.94202 1.52885
H 1.09715 -0.96434 2.72663
C 0.39541 -0.19836 2.41043
H 0.02976 0.47984 3.17291
H 1.58451 2.46429 0.84449
H -1.58950 0.36324 -2.80476
*
```

## Properties
Energy above the lowest of the compared OMol25 structures with the same formula, charge and spin: 78.5 kJ/mol
Largest force on an atom: 2.90 eV/Å
M: 89.14 g/mol
Calculated total energy: -7863.7402 eV
Orbital gap: 10.7 eV



# 2
DFT (the ωB97M-V functional and the def2-TZVPD basis) results for 2 unconnected molecules or ions with the total composition C4H11NO.

Geometry as ORCA input:
```
! wB97M-V def2-TZVPD RIJCOSX def2/J DEFGRID3
* xyz 1 2
H 2.24863 -0.47095 1.75171
H -0.66597 -1.07448 -1.00423
C -1.36085 -0.52578 -0.33495
N -1.74037 -1.30805 0.71076
H 1.63190 0.48921 -2.94970
O 0.90428 0.45523 -2.28557
H 0.49562 -0.59114 2.04971
C 0.88840 0.72133 0.37963
C 1.26627 -0.45861 1.29114
H -2.18250 -0.16293 -0.96534
H -0.63719 1.44690 -0.85157
H 1.30535 0.40313 -0.63377
H -2.76491 -1.45581 0.63676
H -1.17905 1.32190 0.82817
C -0.59632 0.83017 0.05051
H 1.14155 -1.32526 0.64050
H 1.24518 1.70513 0.68625
*
```

## Properties
Energy above the lowest of the compared OMol25 structures with the same formula, charge and spin: 649.5 kJ/mol
Largest force on an atom: 2.68 eV/Å
M: 89.14 g/mol
Calculated total energy: -7849.6105 eV
Orbital gap (alpha / beta): 6.3 / 6.7 eV
⟨S²⟩: 0.755



# 3
DFT (the ωB97M-V functional and the def2-TZVPD basis) results for a gas-phase ion, C4H11NO (charge +1).

Geometry as ORCA input:
```
! wB97M-V def2-TZVPD RIJCOSX def2/J DEFGRID3
* xyz 1 2
H 1.82523 1.74363 -0.68046
H 1.86681 1.33087 1.10004
H 0.91115 -0.73123 1.12144
C 0.12810 -0.72559 0.34105
H -0.56412 -2.30249 1.32541
C 1.14924 1.65522 0.33554
N -1.03144 -1.46764 0.80465
C 0.71810 -1.26965 -0.95534
H 1.51368 -1.98102 -0.79923
H -1.57246 -1.12910 1.58316
H -0.45728 1.16332 1.19133
O -0.99199 1.10551 -0.82322
H 1.14223 -0.31959 -1.47046
H -0.06088 -1.58085 -1.58946
H -1.51121 0.36695 -1.16657
H 0.78467 2.69597 0.34542
C -0.11574 0.70218 0.27752
*
```

## Properties
Energy above the lowest of the compared OMol25 structures with the same formula, charge and spin: 330.6 kJ/mol
Largest force on an atom: 5.02 eV/Å
M: 89.14 g/mol
Calculated total energy: -7852.9159 eV
Orbital gap (alpha / beta): 12.0 / 5.2 eV
⟨S²⟩: 0.756



# 4
DFT (the ωB97M-V functional and the def2-TZVPD basis) results for a molecular structure, C4H11NO2.

Geometry as ORCA input:
```
! wB97M-V def2-TZVPD RIJCOSX def2/J DEFGRID3
* xyz 0 1
O -1.28350 -1.59736 -0.41824
H 1.29443 -2.14477 1.05684
H 1.16676 1.28500 1.13105
N 1.25367 -1.71107 0.13530
C -1.23786 1.29162 -0.64534
H 1.32388 2.09295 -0.41807
H -0.99463 1.97015 -1.46386
H -0.37061 0.18375 1.84153
H -1.35308 1.85676 0.28045
H 2.29828 0.63544 -0.05244
C -0.37490 -0.82337 0.22183
H 1.00310 -2.45818 -0.51041
O -0.73248 -0.65522 1.52213
H -2.15757 0.75958 -0.88747
H -1.84377 -1.97497 0.27673
C 1.32361 1.11154 0.06185
H 0.42569 -0.04819 -1.58422
C 0.25898 0.22633 -0.54768
*
```

## Properties
Energy above the lowest of the compared OMol25 structures with the same formula, charge and spin: 281.6 kJ/mol
Largest force on an atom: 6.79 eV/Å
M: 105.14 g/mol
Calculated total energy: -9909.3232 eV
Orbital gap: 9.3 eV



# 5
DFT (the ωB97M-V functional and the def2-TZVPD basis) results for a molecular structure, C4H11NO2.

Geometry as ORCA input:
```
! wB97M-V def2-TZVPD RIJCOSX def2/J DEFGRID3
* xyz 0 1
H -2.90888 -0.50415 -1.13549
H 0.07658 -0.83058 -1.00704
O 0.41935 1.50100 1.24292
H -0.60021 -1.22602 1.65946
C 0.36319 -1.28243 1.15160
H 2.45440 -0.99096 -0.76291
H -3.09605 1.25037 -0.96192
H 2.16661 0.68530 -1.32286
H -1.72307 0.58520 -1.88093
H 0.54039 -2.31872 0.85766
H 1.12804 -1.00834 1.88302
H 0.00282 2.37670 1.21456
H 2.62628 0.35998 0.39337
C -2.35845 0.43711 -0.98913
C 2.09044 -0.00189 -0.48245
C 0.39272 -0.38726 -0.06643
N 0.05664 0.96975 0.00034
O -1.63081 0.38495 0.20624
*
```

## Properties
Energy above the lowest of the compared OMol25 structures with the same formula, charge and spin: 571.6 kJ/mol
Largest force on an atom: 6.14 eV/Å
M: 105.14 g/mol
Calculated total energy: -9906.3180 eV
Orbital gap: 9.9 eV



# 6
DFT (the ωB97M-V functional and the def2-TZVPD basis) results for a single C4H11NO2 molecule.

Geometry as ORCA input:
```
! wB97M-V def2-TZVPD RIJCOSX def2/J DEFGRID3
* xyz 0 1
H 1.75307 -1.64196 0.74306
H -1.62265 -1.59719 0.19439
O -0.67854 -1.44472 0.06818
H -0.71964 0.08132 2.24426
C -0.43198 -0.08068 0.12205
H 1.88243 -0.26182 1.83948
C 1.96989 -0.57836 0.80148
H 1.21442 1.28534 -0.02043
C -1.05120 0.58700 1.33973
O -1.08559 0.64908 -1.07868
H 2.99882 -0.42747 0.48186
H -1.49958 -0.42019 -2.70533
H -1.12651 1.15537 -2.95357
H -0.75893 1.63162 1.38149
N -0.85017 0.32034 -2.44123
C 1.02991 0.21285 -0.08964
H 1.11268 -0.02033 -1.18309
H -2.13642 0.54980 1.25600
*
```

## Properties
Energy above the lowest of the compared OMol25 structures with the same formula, charge and spin: 256.7 kJ/mol
Largest force on an atom: 2.34 eV/Å
M: 105.14 g/mol
Calculated total energy: -9909.5818 eV
Orbital gap: 9.6 eV